DFT (wB97M-V/def2-TZVPD) results for a structure of composition C7H23HgO7.

Atoms and positions in Å:
H 2.28 -1.10 1.98
H 2.83 0.59 -2.87
H -1.92 -2.24 -2.76
O 0.43 -1.88 1.63
H -0.69 4.11 -2.12
H -2.36 -2.35 -1.07
O 2.31 -0.21 -0.97
H 2.61 -1.13 -2.83
H 0.37 -2.56 -1.71
H -2.15 3.22 -2.55
H -2.58 -1.17 1.45
C -1.60 -2.62 -1.79
O -2.10 -0.41 1.12
H 1.20 2.68 3.14
C -0.69 2.02 -1.54
H -3.79 0.79 0.73
H 0.02 0.59 2.88
H -2.31 1.66 1.11
C 2.26 -0.19 -2.38
H -0.05 -2.69 1.81
H 1.96 1.17 3.66
O -0.06 2.25 -0.47
C -2.89 0.77 1.35
H 2.29 -2.85 1.72
H 1.22 -0.14 -2.71
H 2.40 1.89 2.09
H -1.48 -3.70 -1.85
H 1.73 -2.24 3.25
O -1.01 0.84 -1.87
O 0.54 0.95 2.15
C -1.06 3.15 -2.47
H -0.67 2.86 -3.45
H -3.20 0.80 2.39
Hg 0.03 -0.10 0.02
H 3.18 -0.45 -0.64
C 1.58 1.72 2.79
O -0.35 -1.99 -1.43
C 1.74 -2.02 2.18

highest occupied orbital energy = -12.306 eV
charge = +1
E = -26131.411 eV

Atom charges from the Löwdin analysis, given in e for atoms 1 to 5: number 1, H, carries 0.069; number 2, H, carries 0.094; number 3, H, carries 0.094; number 4, O, carries -0.185; number 5, H, carries 0.082

=====

DFT (wB97M-V/def2-TZVPD) results for a cluster of 5 separate species, C7H23NO4 in total.

Atoms and positions in Å:
H 0.69 2.37 0.82
H 0.81 -2.27 2.79
C 0.00 -1.15 -1.87
O 1.55 -0.09 2.52
H 2.36 0.31 2.77
H 2.08 -1.86 -1.47
O -3.34 -0.69 -0.08
H 1.51 0.39 1.68
H -1.46 0.75 0.57
H -0.44 -1.70 3.12
C -0.26 2.59 0.39
C -1.45 1.83 0.98
O 2.77 1.58 -0.54
H 0.86 0.30 -0.45
H 2.45 1.10 -1.32
C 1.02 -2.16 -1.48
H 2.25 2.36 -0.32
H 1.01 -3.05 -2.14
H -0.45 3.71 0.65
H -0.06 -3.38 -0.05
N -0.35 2.48 -1.09
O -0.09 -2.53 2.88
H -3.74 -0.43 -0.98
H 1.65 -3.13 0.23
H -0.89 3.24 -1.52
H -0.23 -0.93 -2.92
H -0.93 -1.70 -1.63
H -1.28 1.10 -2.37
H -1.25 1.68 2.03
H -2.87 0.16 0.22
C 0.00 0.08 -1.11
H -2.45 2.23 0.79
C -0.67 1.16 -1.58
H 0.45 -1.71 0.58
C 0.75 -2.65 -0.09

SMILES = CCC/C=C/NCC.O.O.O.O
highest occupied orbital energy = -8.102 eV
charge = 0
E = -17309.629 eV

Atom charges from the Löwdin analysis, given in e for atoms 1 to 5: number 1, H, carries 0.061; number 2, H, carries -0.008; number 3, C, carries -0.251; number 4, O, carries -0.032; number 5, H, carries 0.039

=====

DFT (wB97M-V/def2-TZVPD) results for a cluster of 5 separate species, C7H23NO4 in total.

Atoms and positions in Å:
H 3.20 0.99 -0.58
C -0.43 -0.47 2.84
C -0.64 -1.57 1.80
H 0.13 3.47 -1.78
H 2.91 2.27 -0.03
O -3.24 1.67 -0.44
H -2.58 1.64 -1.14
C -0.99 0.71 2.78
O 0.92 2.78 1.68
O -0.19 2.68 -1.25
H -1.48 -2.26 2.31
H 1.47 -3.09 -2.05
H 0.06 0.25 -0.75
H 0.97 -1.08 0.03
H -1.63 -0.33 0.17
H -0.25 -3.54 -2.07
H 0.45 2.76 2.61
H 0.16 2.82 -0.42
C -1.17 -1.21 0.37
H 1.20 -1.49 -3.66
O 2.39 1.51 -0.36
H -1.46 1.10 1.87
H -0.05 -0.75 3.83
H -2.53 2.23 0.09
C 0.07 -0.86 -0.59
H 1.85 -0.34 -2.26
N 0.03 -1.58 -1.85
H -1.88 -2.13 0.13
H 1.44 2.03 1.62
C 0.45 -3.03 -1.60
C 0.97 -0.93 -2.78
H -1.36 1.43 3.46
H 0.36 -0.10 -3.06
H 0.66 -3.17 -0.56
H 0.20 -2.40 1.65

highest occupied orbital energy (alpha / beta) = -12.739 / -12.738 eV
charge = +1
2S+1 = 2
E = -17299.845 eV

Atom charges from the Löwdin analysis, given in e for atoms 1 to 5: number 1, H, carries 0.069; number 2, C, carries -0.166; number 3, C, carries -0.202; number 4, H, carries 0.100; number 5, H, carries 0.073

=====

DFT (wB97M-V/def2-TZVPD) results for a cluster of 7 separate species, C7H23O7 in total.

Atoms and positions in Å:
H -0.09 0.48 2.35
C -0.59 1.08 -1.93
C -0.03 2.44 -1.52
H -0.85 -0.43 3.70
H 3.32 -1.50 2.22
H -2.81 1.49 0.38
O 2.06 -2.80 1.52
C -2.08 0.94 -1.63
H 2.33 -2.49 -1.44
H -2.61 1.86 -1.89
H 0.01 0.24 -1.60
H -0.05 -2.70 -1.35
H -0.61 -3.86 -2.20
H 0.94 1.63 0.07
H 0.82 2.65 -2.18
H -0.53 1.04 -3.02
H -2.65 0.16 -2.16
H -2.64 -1.39 2.14
C -1.81 -0.42 0.41
O -0.85 -3.02 -1.83
O 1.53 -2.22 -0.95
C -1.80 -0.78 1.90
H -0.43 3.12 1.10
H -1.56 2.64 2.01
O 3.66 -0.64 1.89
H 1.13 -2.87 1.74
O -1.19 3.46 1.67
C -0.83 -0.26 2.62
O 0.53 2.50 -0.18
H -0.79 3.20 -1.48
H -1.30 -1.22 -0.11
H 2.00 -2.35 0.58
H 2.94 0.49 -0.79
H 1.91 -0.76 -0.66
C -2.34 0.66 -0.12
H 3.13 -0.57 1.09
O 2.11 0.20 -0.34

highest occupied orbital energy = -6.059 eV
charge = -1
E = -21965.092 eV

Atom charges from the Löwdin analysis, given in e for atoms 1 to 5: number 1, H, carries 0.063; number 2, C, carries -0.186; number 3, C, carries -0.213; number 4, H, carries 0.053; number 5, H, carries 0.006

=====

DFT (wB97M-V/def2-TZVPD) results for a structure of composition C7H23O7.

Atoms and positions in Å:
O 0.26 -1.52 -1.88
H 1.78 -1.74 -0.90
H 2.69 2.12 -1.53
O 3.33 1.30 0.97
H -3.32 0.25 0.13
C -2.04 0.77 2.31
H -0.87 0.37 -0.61
H -0.45 -2.04 -0.12
O -1.13 3.00 -1.84
O 2.57 1.21 -1.63
O 0.46 0.68 -2.80
H -1.43 -2.52 -1.56
H 3.01 1.19 0.04
H 0.59 0.63 -3.75
O 1.53 -1.33 1.93
O 2.69 -1.66 -0.56
H -2.05 -0.06 -1.78
H 2.04 -1.48 1.11
C -0.97 1.52 2.55
C -1.25 -1.58 2.18
H -0.89 2.43 3.12
H 1.67 0.94 -2.07
H -3.25 -1.43 0.15
C -1.98 -0.59 1.69
H -3.06 1.10 2.43
H -0.01 1.03 2.73
C -2.61 -0.55 0.34
H -1.22 -2.55 1.68
H -0.64 -1.60 3.07
H -0.61 3.00 -1.02
H -0.63 2.32 -2.33
H 3.72 0.44 1.15
C -0.88 -1.70 -1.10
H 0.31 -0.40 -2.30
H 1.34 -0.39 1.99
C -1.63 -0.39 -0.83
H 2.92 -0.79 -0.96

highest occupied orbital energy (alpha / beta) = -9.689 / -9.659 eV
charge = 0
2S+1 = 2
E = -21960.115 eV

Atom charges from the Löwdin analysis, given in e for atoms 1 to 5: number 1, O, carries 0.049; number 2, H, carries 0.012; number 3, H, carries 0.014; number 4, O, carries -0.082; number 5, H, carries 0.120

=====

DFT (wB97M-V/def2-TZVPD) results for a structure of composition C7H24BaN4O5.

Atoms and positions in Å:
H 1.71 4.06 0.14
N 0.03 -1.81 -0.67
O -1.70 -2.27 1.69
O 0.52 -2.78 0.26
O -3.09 1.22 -1.06
H -2.58 1.38 3.56
H 1.73 -2.92 -3.35
C 0.46 -1.99 -1.92
Ba -1.63 0.15 0.42
N -1.76 0.86 3.24
H -0.91 -2.76 1.37
C 2.13 3.31 -0.52
H 1.53 -0.24 1.84
C -0.54 1.43 3.88
O -1.80 0.45 -3.11
C 0.69 0.63 3.50
H -0.60 -0.55 -4.89
N -1.08 -0.30 -2.32
H 2.43 -2.87 -1.74
H 1.10 -1.00 -4.57
O 0.61 2.38 0.21
H -0.64 1.44 4.98
H 1.52 3.01 -1.37
H -2.25 -2.88 2.20
H 0.03 3.09 0.54
C -0.20 -1.15 -2.88
H 2.63 2.50 -0.01
H 1.13 -4.04 -2.14
H 2.96 3.85 -1.01
H -1.89 -0.09 3.59
C 0.05 -1.24 -4.34
H 0.91 1.28 1.50
H 1.18 -3.29 -0.27
H 1.58 1.16 3.86
N 0.75 0.39 2.05
H -2.70 1.01 -2.01
H -3.88 1.77 -1.18
H -0.44 2.46 3.53
C 1.49 -3.01 -2.29
H -0.13 -2.26 -4.71
H 0.65 -0.35 4.00

highest occupied orbital energy = -5.796 eV
charge = 0
E = -24536.093 eV

Atom charges from the Löwdin analysis, given in e for atoms 1 to 5: number 1, H, carries 0.027; number 2, N, carries -0.107; number 3, O, carries -0.225; number 4, O, carries -0.123; number 5, O, carries -0.450